[1]
3 unconnected molecules or ions with the total composition C24H50ClN2O9P3S5 in a non-equilibrium geometry. Source: OMol25; level of theory: ωB97M-V/def2-TZVPD.

Last column: Mulliken charge in e.
Geometry (Å):
Cl -1.407 -0.387 -2.605  0.001
S 2.368 0.089 -5.409  -0.299
S -0.834 0.181 7.725  1.103
S -2.427 -4.759 5.833  1.138
S 0.289 -3.735 0.474  -0.249
S 2.921 0.419 -1.688  1.502
P 0.655 -0.225 -4.615  0.566
P -0.224 -3.133 -2.793  0.570
P 0.338 -1.872 -0.173  -0.067
O -2.139 -5.007 7.232  -0.672
O 3.301 -0.961 -2.572  -0.351
O 4.011 1.456 -2.024  -0.714
O -0.690 0.874 1.261  -0.535
O -0.222 1.202 6.901  -0.693
O -0.749 -1.230 7.403  -0.698
O 3.224 -0.002 -0.197  -0.673
O 0.553 -4.478 -3.061  -0.691
O -3.764 -4.856 5.288  -0.680
N 3.186 -4.555 -1.539  -0.591
N 0.729 1.418 -0.570  1.072
C 1.117 1.060 -1.918  -0.747
C 3.229 -3.041 -1.241  -0.786
C -1.256 3.229 -3.701  -0.216
C -2.679 0.904 9.493  -0.637
C -1.734 -3.181 5.362  -0.058
C -0.867 -4.818 3.737  -0.523
C 0.484 -0.226 -2.692  -0.652
C 0.537 2.843 -7.019  -0.195
C 2.436 -2.116 -2.316  -0.096
C 0.555 3.484 -8.564  -0.525
C -1.207 3.947 -5.173  -1.033
C 1.469 2.430 -9.480  -0.884
C -1.338 -5.758 4.837  -0.793
C -0.599 1.435 0.013  0.016
C 0.888 -1.721 -2.024  0.397
C -1.318 1.384 9.994  -0.575
C -0.299 0.418 9.408  -0.705
C 0.010 3.520 -2.720  -0.670
C 1.446 2.529 0.133  -1.084
C 0.253 4.029 -5.891  -0.353
C -2.021 2.131 -0.388  -0.890
C -0.564 -3.489 4.429  -0.507
C 1.261 2.451 -2.785  -0.281
C -2.544 0.620 7.997  -0.606
H -0.883 -2.773 -4.010  0.134
H -1.651 5.025 -5.078  0.315
H -0.226 1.958 -6.976  0.278
H 1.134 -1.146 0.763  0.186
H 2.173 3.144 -2.429  0.367
H -2.957 -0.018 10.019  0.309
H -1.328 -3.505 -1.893  0.141
H 0.721 0.808 9.425  0.372
H -2.765 1.509 7.400  0.384
H 0.010 -5.214 3.218  0.360
H -0.518 3.650 -9.001  0.271
H 0.095 -1.364 -5.279  0.185
H -1.971 3.340 -5.861  0.279
H -1.542 2.112 -3.872  0.051
H 0.262 5.046 -6.517  0.424
H 1.657 2.159 1.248  0.265
H 3.251 -4.718 -2.575  0.288
H 1.395 2.634 -10.630  0.323
H -0.502 -6.074 5.469  0.366
H 2.439 -2.725 -3.345  0.450
H -0.413 -2.682 3.706  0.168
H -2.383 1.998 -1.483  0.131
H -3.465 1.641 9.685  0.315
H -1.873 -6.629 4.458  0.426
H 1.483 2.336 -3.924  0.038
H 2.593 2.492 -9.104  0.229
H -2.513 -2.608 4.852  0.362
H 1.175 4.501 -8.502  0.312
H 4.389 -2.779 -1.374  0.271
H 1.085 1.349 -9.169  0.215
H -3.186 -0.207 7.685  0.321
H -0.340 -0.552 9.912  0.366
H -0.187 0.903 -5.052  -0.104
H 2.320 -4.987 -1.150  0.294
H 0.783 3.513 0.270  0.424
H -1.879 3.305 -0.222  0.271
H 1.178 4.091 -5.179  0.248
H 1.666 2.506 -6.830  -0.047
H -1.272 1.404 11.086  0.340
H -1.664 -4.676 2.998  0.248
H -2.929 1.831 0.313  0.311
H -2.204 3.709 -3.152  0.286
H -1.039 -1.392 0.016  0.171
H 0.474 4.535 -3.161  0.549
H -1.405 -2.647 6.257  -0.003
H 3.014 -2.847 -0.110  0.201
H -0.278 3.851 -1.610  0.250
H 0.359 -3.585 5.014  0.291
H -1.127 2.400 9.627  0.290
H 2.467 2.874 -0.296  0.438

Results
SMILES = CCCCCCCC[C@@]1(N(C)C(C)=O)[C@@](Cl)([PH2]=S)[C@]([PH2]=O)([PH2]=S)[C@H](CN)OS1(=O)=O.O=S1(=O)CCCC1.O=S1(=O)CCCC1
Spin multiplicity = 1
Orbital gap = 7.83 eV
Charge = 0
Lowest unoccupied orbital energy = -0.999 eV

[2]
A molecular structure, C24H50N4O6P2PdS in a non-equilibrium geometry. Source: OMol25; level of theory: ωB97M-V/def2-TZVPD.

Last column: Löwdin spin population.
Geometry (Å):
Pd -0.726 -0.833 -0.350  1.389
S -2.071 0.994 -1.439  0.209
P 0.020 -1.588 2.292  0.010
P 1.963 -1.437 0.018  0.008
O -0.188 -1.635 3.812  0.007
O 1.372 -0.071 -0.280  0.093
O -0.652 -0.327 1.782  0.129
O 3.389 -1.704 -0.479  0.008
O 1.063 -2.451 -0.794  0.031
O -0.619 -2.841 1.558  0.012
N 1.240 2.920 -1.788  0.505
N -2.899 1.445 1.030  0.035
N 0.625 2.695 -0.643  0.365
N -3.988 2.699 -0.532  0.131
C -5.166 4.485 -1.564  0.086
C 0.315 -2.584 4.845  0.002
C -2.448 -4.342 2.128  0.003
C -0.723 -2.620 5.940  0.000
C 4.624 0.368 0.055  0.001
C 2.628 4.909 -1.829  0.035
C 1.553 -3.736 -1.430  0.004
C -4.486 3.235 -1.701  0.213
C 1.537 4.012 -3.916  0.005
C -4.909 3.258 -4.069  0.073
C 5.349 -1.879 0.982  0.000
C 1.366 4.236 -2.416  0.035
C -2.083 -3.022 1.484  0.002
C -2.447 -2.983 0.004  0.054
C 0.501 -4.147 -2.433  0.000
C 1.800 -4.761 -0.347  0.000
C 0.126 5.082 -2.117  0.009
C 1.756 -1.773 1.799  -0.001
C -5.661 5.122 -2.663  0.050
C 4.724 -1.125 -0.169  0.000
C -3.046 1.747 -0.247  0.039
C 1.681 -2.142 5.328  0.000
C -4.395 2.619 -2.977  0.077
C -5.549 4.517 -3.934  0.296
H 6.400 -1.605 1.058  0.000
H -2.557 -2.196 2.020  0.000
H -2.198 -1.982 -0.470  0.016
H -0.832 -1.635 6.397  0.000
H -2.122 0.872 1.350  0.000
H 2.364 3.332 -4.131  0.000
H -4.873 2.777 -5.037  0.000
H 2.655 -4.487 0.274  0.000
H 1.670 -1.085 5.597  0.000
H -3.514 -3.141 -0.144  0.003
H -0.786 4.520 -2.335  0.000
H 5.295 -2.955 0.817  0.000
H 2.088 -2.784 2.045  0.000
H -4.399 3.137 0.287  0.001
H -3.516 -4.521 2.010  0.000
H -1.901 -3.757 -0.532  0.002
H -1.700 -2.924 5.564  0.000
H 4.866 -1.635 1.932  0.000
H -3.993 1.624 -3.080  0.005
H 1.765 4.962 -4.394  0.000
H 2.465 -2.316 4.588  0.000
H 0.876 1.810 -0.201  0.010
H 3.523 4.340 -2.078  0.000
H 0.217 -3.308 -3.070  0.000
H 1.622 2.101 -2.249  0.010
H 0.098 5.438 -1.086  0.000
H -0.413 -3.319 6.714  0.000
H 2.728 5.904 -2.258  0.004
H -3.505 1.826 1.748  0.001
H 0.624 3.616 -4.364  0.000
H 0.389 -3.569 4.373  0.000
H 2.555 5.009 -0.745  0.000
H -6.133 6.090 -2.562  -0.001
H -0.383 -4.550 -1.938  0.000
H -5.979 4.998 -4.804  0.011
H 5.621 0.768 0.233  0.000
H -2.225 -4.328 3.193  0.001
H 0.912 -4.872 0.278  0.000
H 0.147 5.963 -2.755  0.000
H 5.284 -1.324 -1.082  0.000
H 4.205 0.867 -0.819  0.000
H 2.353 -1.051 2.363  0.000
H -1.900 -5.161 1.662  0.000
H 1.937 -2.714 6.218  0.000
H 4.006 0.588 0.931  0.000
H 2.022 -5.725 -0.804  0.000
H 0.903 -4.928 -3.076  0.000
H 0.550 3.510 -0.044  0.014
H -5.264 4.949 -0.588  0.001
H 2.477 -3.471 -1.940  0.001

Results
Spin multiplicity = 5
Orbital gap (alpha / beta) = 8.82 / 6.51 eV
Charge = +4
Lowest unoccupied orbital energy (alpha / beta) = -10.865 / -14.108 eV

[3]
3 unconnected molecules or ions with the total composition C24H51ClN9O7S. Source: OMol25; level of theory: ωB97M-V/def2-TZVPD.

Last column: Mulliken charge in e.
Geometry (Å):
Cl -0.467 -0.321 1.601  0.199
S 1.361 -3.295 -5.163  1.183
O -1.175 4.934 0.095  -0.507
O 0.310 -4.503 -5.043  -0.518
O -0.742 5.094 -2.006  -0.564
O 3.818 3.300 -0.369  -0.486
O 1.728 -2.996 -3.815  -0.480
O 2.870 4.686 -1.717  -0.500
O 2.304 -3.632 -6.176  -0.613
N 3.759 3.915 -1.414  0.866
N 0.087 -2.500 -0.803  -0.050
N -0.561 5.400 -0.844  0.980
N 0.742 -1.393 4.132  -0.458
N -0.835 -3.192 -2.659  -0.288
N -0.088 -0.186 -1.059  0.350
N -0.798 -1.805 -2.725  0.540
N 1.570 -3.426 3.334  -0.269
N 2.773 -1.364 3.040  -0.758
C -0.397 -5.004 0.450  -0.996
C -0.269 -3.546 -1.513  0.560
C -1.100 -1.868 -5.230  -1.082
C 0.398 -3.861 2.563  0.090
C -3.501 1.512 3.558  -1.242
C -0.605 1.033 -1.682  -1.349
C 0.649 -0.092 0.209  -0.946
C 1.763 -2.031 3.438  0.413
C 2.745 0.931 1.202  -1.553
C -0.066 -4.941 -1.049  -1.077
C 1.455 1.185 0.404  -0.400
C -1.023 1.928 4.237  0.503
C 0.494 6.404 -0.538  -0.767
C 4.851 3.718 -2.407  -0.792
C -3.213 1.977 1.050  -0.563
C -1.404 1.937 -0.759  0.281
C -1.272 -1.097 -3.919  -0.687
C -0.260 -1.424 -1.536  0.220
C 0.331 -1.969 -5.759  -0.756
C -0.759 2.552 5.606  -1.658
C -2.695 1.302 -0.232  -0.949
C 0.814 -4.584 1.291  -0.691
C -2.231 0.967 4.245  -0.022
C -3.724 1.001 2.126  -0.472
H -4.797 0.849 1.982  0.442
H 2.667 0.046 1.840  0.508
H -0.124 1.382 3.933  -0.293
H 3.463 -1.962 2.595  0.175
H 0.994 -5.172 -1.200  0.322
H -4.373 1.283 4.174  0.464
H -0.788 2.346 0.042  -0.393
H 0.851 1.915 0.942  0.020
H -0.670 -0.191 -4.009  0.585
H -0.192 -2.983 2.272  -0.215
H -2.411 2.588 1.478  -0.040
H 0.242 -4.943 -5.907  0.368
H -0.738 -6.006 0.709  0.580
H 1.442 -3.901 0.711  0.362
H -3.452 1.434 -1.012  0.551
H -1.672 2.784 -1.397  0.738
H 0.945 6.713 -1.473  0.311
H 1.214 5.921 0.116  0.284
H -2.475 0.731 5.285  0.601
H -3.213 0.042 1.997  0.215
H -0.164 -1.832 4.053  0.302
H 0.105 3.220 5.571  0.414
H 1.310 -0.950 0.249  1.082
H 0.906 -1.073 -5.505  0.424
H -4.014 2.673 0.790  0.513
H -1.580 -2.847 -5.205  0.547
H -1.951 0.013 3.784  -0.164
H 5.560 3.011 -1.995  0.314
H 0.009 7.230 -0.025  0.272
H -1.201 -4.290 0.653  0.377
H -0.250 -4.502 3.171  0.200
H 1.418 -5.461 1.549  0.416
H -0.528 1.772 6.335  0.387
H 2.408 -3.811 2.915  0.345
H -2.318 -0.815 -3.781  0.332
H 2.995 1.805 1.797  0.366
H 1.718 1.589 -0.577  0.043
H 3.580 0.749 0.521  0.337
H 0.350 -2.067 -6.846  0.382
H -0.634 -5.655 -1.650  0.419
H 4.392 3.352 -3.321  0.313
H -1.185 -3.798 -3.380  0.351
H -1.616 3.128 5.961  0.356
H 0.684 -0.415 3.876  0.267
H -1.263 0.786 -2.516  0.505
H -2.556 0.233 -0.049  0.363
H 5.303 4.690 -2.582  0.296
H -1.179 2.715 3.494  0.174
H 0.235 1.597 -2.100  -0.098
H -3.426 2.606 3.531  0.462
H -1.660 -1.280 -5.961  0.420

Results
Spin multiplicity = 1
Orbital gap = 8.34 eV
Charge = +1
Lowest unoccupied orbital energy = -2.489 eV

[4]
A molecular structure, C24H51F9N3O9Pd in a non-equilibrium geometry. Source: OMol25; level of theory: ωB97M-V/def2-TZVPD.

Last column: Löwdin spin population.
Geometry (Å):
Pd -0.033 -0.094 -0.039  1.578
F -5.168 -0.082 0.650  0.000
F -0.217 -4.333 -2.132  0.000
F 1.865 -3.982 -1.574  0.000
F 3.224 4.421 -0.779  0.000
F 2.064 3.687 -2.426  0.000
F 2.971 2.287 -0.983  0.000
F 0.814 -5.740 -0.884  0.001
F -5.590 -0.826 -1.312  0.002
F -4.847 1.179 -1.083  0.001
O 2.036 0.814 3.286  0.000
O -0.286 0.115 -5.057  0.001
O -2.275 2.478 3.595  0.000
O 0.993 -3.995 1.299  0.000
O -2.920 -0.995 -2.031  -0.001
O -0.071 -2.356 0.066  0.043
O -2.258 0.241 -0.320  0.075
O 0.065 4.380 -0.501  0.001
O 0.455 2.188 -0.182  0.038
N -0.658 0.488 2.146  0.062
N 2.180 -0.261 0.278  0.060
N 0.189 -0.459 -2.329  0.070
C -3.242 -0.605 -0.673  0.009
C -4.695 -0.066 -0.634  0.005
C 2.329 3.468 -1.110  0.000
C 0.722 0.819 -4.369  0.002
C 0.594 5.701 -0.437  0.001
C -3.336 -2.156 -4.061  0.000
C -3.385 -2.228 -2.553  0.000
C -2.061 1.165 4.134  0.005
C 0.173 -3.669 0.136  0.011
C 2.023 2.179 3.636  0.000
C 1.057 3.385 -0.196  0.008
C -0.692 0.526 -6.335  0.000
C 3.151 0.394 2.518  0.000
C 0.670 -5.203 1.953  0.000
C -2.382 3.443 4.650  0.000
C 2.845 -0.737 1.531  0.005
C -1.821 0.180 2.984  0.007
C -1.754 -1.240 3.484  0.000
C 0.676 -4.417 -1.117  0.000
C 1.799 -5.671 2.864  0.000
C 1.273 -0.035 -3.226  0.006
C 1.859 -1.402 -3.786  0.001
C -0.426 6.816 -0.194  0.000
C 4.089 -1.541 1.192  0.003
H 1.497 -6.595 3.360  0.000
H -0.764 -0.345 -6.995  0.000
H 0.159 7.729 -0.065  0.000
H -0.961 -1.431 4.214  0.000
H 0.004 1.183 -6.863  0.000
H -2.754 -1.544 3.793  0.000
H 0.223 0.532 2.653  0.000
H 2.647 0.582 -0.045  0.001
H 1.331 3.728 0.818  0.000
H -4.403 -2.511 -2.271  0.000
H 2.009 0.505 -2.631  0.001
H 1.054 -2.126 -3.889  0.000
H 2.171 2.834 2.771  0.000
H 1.538 0.897 -5.099  0.000
H -0.330 -1.298 -2.569  0.001
H 3.836 -0.059 3.244  0.000
H -0.804 1.468 1.887  0.000
H 2.268 -1.271 -4.794  0.000
H 2.130 -1.408 2.016  0.000
H 3.675 1.239 2.062  0.000
H -3.791 -3.064 -4.467  0.000
H -1.710 0.907 -6.241  0.000
H 4.810 -1.059 0.529  0.000
H 2.042 -4.924 3.621  0.000
H -2.976 0.951 4.694  0.001
H 0.359 1.786 -4.009  0.000
H -0.542 0.221 -2.557  -0.001
H -0.209 -4.979 2.578  0.000
H 3.900 -2.534 0.772  0.000
H -1.948 4.335 4.202  0.000
H 1.163 5.976 -1.330  0.000
H 1.069 2.522 4.037  0.000
H -3.427 3.550 4.945  0.000
H -2.345 -1.945 -4.457  0.000
H -1.823 3.199 5.558  0.000
H 2.704 -1.838 -3.253  0.000
H -0.772 -4.084 0.527  0.000
H -1.201 6.915 -0.952  0.000
H -3.088 -1.532 -0.101  0.000
H -0.902 6.677 0.780  0.000
H 2.538 -1.049 -0.257  0.000
H -2.719 0.204 2.363  0.000
H 0.259 -5.981 1.308  0.000
H -1.420 -1.853 2.642  0.000
H 1.316 5.896 0.366  0.000
H 2.812 2.335 4.379  0.000
H -4.059 -1.398 -4.374  0.000
H 2.745 -5.838 2.344  0.000
H -1.158 1.142 4.755  0.000
H -2.734 -3.034 -2.192  0.000
H 4.577 -1.876 2.114  0.001

Results
Spin multiplicity = 3
Orbital gap (alpha / beta) = 7.29 / 7.57 eV
Charge = -1
Lowest unoccupied orbital energy (alpha / beta) = 2.517 / 2.512 eV

[5]
6 unconnected molecules or ions with the total composition C24H51FN7O11P. Source: OMol25; level of theory: ωB97M-V/def2-TZVPD.

Last column: Mulliken charge in e.
Geometry (Å):
P 0.392 1.805 -2.364  0.439
F -1.634 0.680 -5.072  -0.350
O 0.802 5.835 -2.809  -0.536
O -0.681 -4.562 0.631  -0.629
O -2.321 -4.080 6.142  -0.587
O 0.873 -0.406 0.886  -0.465
O 2.395 -0.144 -0.709  -0.296
O 3.972 3.455 -2.834  -0.291
O -3.062 -3.932 11.193  -0.641
O 1.877 1.940 -4.645  -0.494
O 4.240 3.374 -0.674  -0.196
O 0.061 -0.832 -10.749  -0.574
O 1.114 -0.152 -4.896  -0.586
N -0.842 -4.370 11.379  0.044
N -0.379 7.108 -1.363  0.126
N -2.386 -2.309 7.553  0.204
N 2.116 -1.039 -9.814  0.163
N -1.723 -3.429 2.305  0.096
N 4.461 4.046 -1.590  0.179
N -0.629 2.955 -2.616  -0.766
C -0.994 -4.844 12.744  -0.955
C -3.145 -1.467 8.456  -0.956
C -2.275 -4.638 2.894  -0.961
C 0.526 6.926 -2.338  0.043
C 3.077 0.816 -2.825  -1.234
C 3.552 -0.922 -9.946  -0.900
C -0.689 8.416 -0.830  -0.939
C -0.980 -2.023 7.328  -0.883
C -1.147 0.841 -6.367  0.665
C -2.164 1.600 -7.188  -1.424
C 2.057 1.918 -3.200  1.577
C 2.616 -0.437 -2.107  -0.726
C 0.469 -4.370 10.768  -0.647
C -2.000 -2.153 2.928  -0.401
C -1.063 5.935 -0.835  -0.834
C 1.272 -0.763 -10.830  0.107
C -2.935 -3.355 6.904  0.092
C 2.548 3.346 -2.868  -1.315
C -0.962 -3.522 1.200  0.662
C 1.543 -1.461 -8.548  -0.782
C -1.941 -3.949 10.723  0.668
C 1.074 1.005 -5.211  0.634
C 1.399 -0.806 -0.108  0.215
C 0.197 1.557 -6.301  -1.009
H 1.723 -0.875 -2.555  0.486
H 0.718 1.386 -7.251  0.370
H -1.744 8.655 -0.979  0.336
H 0.070 2.633 -6.178  0.462
H -1.633 -2.144 3.957  -0.049
H 1.136 -1.762 -0.596  0.379
H 3.951 -0.192 -9.238  0.308
H -1.403 -4.059 13.380  0.292
H -0.088 9.168 -1.338  0.288
H -1.949 1.488 -8.252  0.332
H -4.176 -1.814 8.499  0.272
H -1.502 -1.361 2.370  0.248
H -0.695 -1.160 7.926  0.366
H -4.002 -3.502 7.138  0.311
H 1.001 7.860 -2.683  0.250
H -1.015 -0.159 -6.786  0.214
H -0.362 -2.879 7.603  0.268
H 3.796 -0.595 -10.955  0.300
H 0.970 -2.379 -8.671  0.340
H -1.601 5.409 -1.623  0.300
H -3.163 1.225 -6.967  0.365
H 2.341 -1.624 -7.827  0.397
H -1.677 -5.693 12.781  0.296
H -0.791 -1.810 6.275  0.175
H -0.021 -5.146 13.123  0.381
H -3.074 -1.953 2.944  0.305
H 3.903 1.249 -2.261  0.379
H -0.296 3.713 -3.201  0.218
H 4.039 -1.882 -9.765  0.324
H -0.606 -2.540 0.849  -0.212
H 0.881 -5.380 10.728  0.344
H 1.791 -0.457 -11.754  0.264
H 0.394 -3.989 9.750  0.076
H 0.800 1.683 -1.025  0.133
H -2.916 -5.152 2.176  0.304
H -1.729 -3.623 9.689  -0.177
H -0.471 8.462 0.239  0.339
H 3.494 0.466 -3.771  0.361
H 2.103 3.702 -1.934  0.505
H -1.477 -5.320 3.185  0.278
H -2.844 -4.368 3.779  0.353
H 1.160 -3.734 11.326  0.335
H 0.868 -0.693 -8.171  0.001
H -0.346 5.231 -0.413  0.230
H 3.416 -1.178 -2.176  0.433
H -0.084 0.516 -2.663  0.021
H -1.758 6.254 -0.062  0.376
H -2.729 -1.505 9.464  0.351
H 2.187 4.008 -3.652  0.489
H -2.142 2.664 -6.939  0.369
H -3.132 -0.432 8.108  0.373

Results
SMILES = C[C@H](F)CC(=O)O[C@@](CCOC=O)(CON=O)[PH2]=N.CN(C)C=O.CN(C)C=O.CN(C)C=O.CN(C)C=O.CN(C)C=O
Spin multiplicity = 1
Orbital gap = 8.36 eV
Charge = 0
Lowest unoccupied orbital energy = -0.269 eV